C15H39FN8O5P3 as an isolated structure. Source: OMol25; level of theory: ωB97M-V with the def2-TZVPD basis set.

The geometry in XYZ format:
```
71
Properties=species:S:1:pos:R:3:mulliken_charge:R:1
N 6.8763 0.4564 -1.9424 -0.2429
C 7.0056 1.2741 -2.7426 0.4537
O 6.8117 2.1507 -3.7200 -0.2434
P 6.5482 3.6237 -3.0766 0.2190
C 5.1874 3.6823 -1.7832 0.3406
O 5.2875 4.5854 -1.0258 -0.2942
N 4.1378 2.7218 -1.6720 -0.0708
C 3.5868 2.3318 -2.9023 0.6828
O 3.0341 1.2992 -3.0564 -0.4184
F 3.6993 3.2098 -3.9087 -0.2729
H 6.3496 4.5402 -4.1290 0.2538
H 7.7311 4.0366 -2.4270 0.2678
H 4.4060 1.8997 -1.1311 0.3743
O -0.5073 2.6506 1.5993 -0.8780
P -0.9401 2.5140 0.1586 1.1584
N -0.4211 4.0965 -0.3894 -0.0155
C -1.0067 4.8005 -1.5195 -0.7554
C 1.0283 4.2553 -0.4240 -1.0458
N -2.6348 2.4754 0.4942 0.2384
C -3.6062 3.3089 -0.2015 -1.2773
C -3.0254 2.4118 1.9033 -1.1264
N -1.2355 1.9387 -1.4839 -0.0472
C -2.0967 0.7189 -1.5288 -1.2594
C 0.0044 1.4795 -2.1626 -1.1631
H -0.8121 4.3270 -2.4920 0.2405
H -0.6093 5.8167 -1.5804 0.3925
H -2.0806 4.9094 -1.4137 0.1952
H 1.5213 3.6640 -1.2107 0.1993
H 1.4673 3.9465 0.5278 0.2869
H 1.3052 5.2990 -0.5874 0.3998
H -3.5157 4.3607 0.0920 0.3348
H -4.6195 2.9737 0.0316 0.4107
H -3.5185 3.2239 -1.2850 0.4056
H -2.8741 3.3747 2.4036 0.3473
H -2.4692 1.6490 2.4397 0.2756
H -4.0796 2.1407 1.9965 0.3797
H -1.6585 -0.0933 -0.9434 0.4947
H -2.2197 0.3841 -2.5603 0.4302
H -3.1050 0.8750 -1.1636 0.3670
H 0.5312 0.7255 -1.5706 0.3979
H 0.6901 2.2973 -2.3727 0.0460
H -0.2245 1.0442 -3.1339 0.5072
O -2.1896 -4.3385 -0.3045 -0.8234
P -1.6731 -4.2837 1.1127 0.8151
N -1.4174 -2.5565 1.2021 0.2504
C -0.4524 -1.9173 2.0833 -0.5568
C -2.6596 -1.7809 1.2091 -0.6109
N -0.1981 -5.1322 0.7805 0.1330
C 1.1084 -4.6548 1.2041 -1.2821
C -0.0547 -5.7028 -0.5579 -0.9612
N -1.4239 -4.5095 2.8462 -0.0655
C -1.1422 -5.9296 3.2201 -1.0551
C -2.6364 -4.2046 3.6574 -1.1010
H -0.6949 -2.0013 3.1507 0.2746
H -0.3861 -0.8475 1.8624 0.1616
H 0.5487 -2.3122 1.9394 0.1621
H -3.2444 -1.8831 2.1299 0.2314
H -3.3095 -2.0922 0.3883 0.3449
H -2.4595 -0.7153 1.0777 -0.1869
H 1.4205 -3.7737 0.6295 0.3106
H 1.8564 -5.4394 1.0622 0.4576
H 1.1349 -4.4226 2.2691 0.3897
H 0.1388 -4.9245 -1.3056 0.3113
H -0.9389 -6.2579 -0.8540 0.3226
H 0.7738 -6.4151 -0.5843 0.3139
H -1.9476 -6.5969 2.9029 0.3906
H -1.0282 -6.0087 4.3025 0.3927
H -0.2184 -6.3118 2.8018 0.3398
H -3.5055 -4.7735 3.3181 0.3891
H -2.8890 -3.1464 3.6461 0.2438
H -2.4616 -4.4473 4.7041 0.4189
```

Its total charge is +1. For the HOMO energy, the calculation gives -9.831 eV. The calculation puts the HOMO-LUMO gap at 0.133 hartree.



A 6-piece molecular cluster, C15H39N3O6S3 overall. Source: OMol25; level of theory: ωB97M-V with the def2-TZVPD basis set.

The geometry in XYZ format:
```
66
Properties=species:S:1:pos:R:3:nbo_charge:R:1
C -0.4886 4.3759 -6.8086 -0.7330
C 0.2355 4.2972 -5.5001 0.6561
O 0.0708 5.1485 -4.6410 -0.6185
N 1.0395 3.2220 -5.2212 -0.6125
C 1.8488 2.9522 -3.9925 -0.4148
H 0.1369 4.8971 -7.5333 0.2342
H -1.5405 4.6549 -6.8702 0.2509
H -0.8187 3.4477 -7.2752 0.2221
H 1.2959 2.6027 -5.9767 0.3809
H 2.5656 2.2088 -4.3413 0.1929
H 1.3532 2.6975 -3.0557 0.2407
H 2.4389 3.8447 -3.7843 0.2004
C 1.2830 -4.1326 2.9377 -0.7278
C 1.7144 -4.7454 1.6241 0.6771
O 1.5174 -4.1544 0.6098 -0.6311
N 2.1916 -6.0238 1.6835 -0.6138
C 2.7282 -6.6759 0.6105 -0.4184
H 0.6824 -3.2249 2.8781 0.2347
H 2.2079 -3.7792 3.3936 0.2425
H 0.6111 -4.8475 3.4126 0.2251
H 2.4330 -6.3551 2.6066 0.3907
H 3.1971 -6.0949 -0.1837 0.2169
H 1.8081 -7.0314 0.1466 0.1985
H 3.3197 -7.4646 1.0753 0.2061
C -7.8966 1.1895 -2.0456 -0.7167
C -7.3304 2.3130 -1.1811 0.6714
O -8.0203 3.3137 -1.0114 -0.6156
N -6.2464 1.9650 -0.4116 -0.6169
C -5.5906 2.8975 0.4582 -0.4217
H -7.6268 0.1575 -1.8217 0.2120
H -7.5241 1.4656 -3.0321 0.2308
H -8.9828 1.1603 -2.1320 0.2434
H -5.7674 1.1142 -0.6701 0.3933
H -6.1024 3.0288 1.4116 0.2013
H -5.6460 3.9164 0.0748 0.2215
H -4.5340 2.6381 0.5239 0.1978
C -0.7126 1.2170 4.4244 -0.7981
S -0.1785 -0.5668 4.2129 1.1767
O 1.3215 -0.5527 4.0126 -0.9685
C -0.4447 -0.9185 6.0362 -0.8123
H 0.0958 1.8433 4.8016 0.2485
H -1.6354 1.2677 5.0022 0.2277
H -1.0047 1.5282 3.4214 0.2210
H -1.3286 -1.4908 6.3178 0.2398
H -0.1669 -0.0022 6.5569 0.2330
H 0.3675 -1.6238 6.2128 0.2402
C -1.3765 0.5611 0.8286 -0.8304
S -0.3102 0.0346 -0.5559 1.1920
O 0.4143 1.3166 -1.0492 -0.9803
C 0.9114 -0.9651 0.3218 -0.8238
H -1.6803 -0.3126 1.4051 0.2246
H -2.2374 1.1959 0.6187 0.2428
H -0.7842 1.2327 1.4501 0.2251
H 0.4435 -1.9000 0.6302 0.2515
H 1.1935 -0.4125 1.2180 0.2377
H 1.7816 -1.1763 -0.2996 0.2529
C 5.6588 -1.8136 0.1320 -0.8693
S 6.2777 -0.2320 0.5088 1.1790
O 7.5835 0.1655 -0.2029 -0.9473
C 4.8481 0.7001 -0.3617 -0.7780
H 4.6003 -1.9093 0.3741 0.2474
H 6.1470 -2.6220 0.6762 0.2423
H 5.8201 -2.0312 -0.9238 0.2356
H 5.2071 1.6294 -0.8040 0.2453
H 3.9621 0.8591 0.2529 0.2351
H 4.6629 -0.0004 -1.1761 0.2095
```

For the HOMO energy, the calculation gives -8.626 eV. The calculation puts the HOMO-LUMO gap at 0.320 hartree.



C15H39O14S4V as an isolated structure. Source: OMol25; level of theory: ωB97M-V with the def2-TZVPD basis set.

The geometry in XYZ format:
```
73
Properties=species:S:1:pos:R:3:mulliken_charge:R:1
O 2.6970 5.7029 3.3214 -0.7289
V 2.7948 4.1547 3.7352 1.0901
C 0.6002 1.5486 0.5827 -0.4939
C 0.7369 3.0556 0.9988 0.2910
C -0.5987 3.6257 1.6503 -1.4582
O 1.8019 3.3214 1.9404 -0.4031
H 0.1120 1.4078 -0.3816 0.3738
H 0.1995 0.9428 1.3955 0.1120
H 1.6175 1.1742 0.4679 -0.1273
H 0.9902 3.5160 0.0439 0.1908
H -1.2832 3.7283 0.8083 0.3396
H -0.6240 4.5835 2.1700 0.3729
H -1.1036 2.9195 2.3093 0.3327
O -0.2641 -5.0124 -4.6460 -0.5765
S 0.1155 -5.1317 -3.2345 1.0899
O 1.5012 -5.4899 -2.8468 -0.5907
O -0.2582 -3.6871 -2.3800 -0.1745
C -1.1076 -2.7890 -3.0220 -0.5223
C -1.6375 -1.7405 -2.0512 -0.9323
C -1.1090 -6.2755 -2.3771 -0.7019
H -1.9348 -3.4413 -3.3015 0.3955
H -0.6776 -2.3866 -3.9392 0.3334
H -0.9544 -0.9104 -1.8713 0.2500
H -2.1463 -2.1151 -1.1629 0.2362
H -2.4018 -1.2484 -2.6527 0.4326
H -0.9877 -6.1439 -1.3019 0.1355
H -0.7593 -7.2996 -2.5074 0.4101
H -2.0923 -6.1353 -2.8260 0.3203
O 7.2008 3.4300 2.3374 -0.6093
S 5.7862 3.3915 1.8155 1.1077
O 4.6461 3.7217 2.6942 -0.4848
O 5.7027 4.4269 0.5149 -0.3420
C 4.4628 4.3780 -0.1826 -0.0547
C 3.8907 5.7844 0.0044 -0.9611
C 5.4469 1.7464 0.9174 -0.7405
H 3.7983 3.5278 -0.0287 0.1209
H 4.8666 4.3607 -1.1949 0.3327
H 3.4634 5.7165 1.0049 0.1199
H 3.1381 6.0767 -0.7278 0.3572
H 4.5570 6.6435 -0.0738 0.3424
H 5.6356 1.8206 -0.1536 0.4171
H 4.3812 1.5278 0.9860 0.0418
H 5.7500 0.8753 1.4982 0.4499
O -0.7021 -2.8417 3.3847 -0.6468
S -0.4783 -2.9001 1.9449 0.9917
O -0.7416 -1.7363 1.0990 -0.2942
O 1.0935 -3.2476 1.7197 -0.4111
C 1.7334 -3.2256 0.4591 0.5675
C 3.0366 -2.3938 0.4231 -1.2814
C -1.2829 -4.5498 1.3367 -0.5978
H 0.9437 -2.9083 -0.2220 -0.1488
H 1.9770 -4.2683 0.2551 0.2281
H 3.6505 -2.6471 -0.4413 0.4115
H 3.7535 -2.5400 1.2311 0.3714
H 2.9093 -1.3154 0.3278 0.1235
H -2.3396 -4.4061 1.1113 0.3779
H -1.1462 -5.3368 2.0783 0.3935
H -0.8182 -4.7084 0.3635 -0.1629
O -5.5678 0.9738 -2.7696 -0.5749
S -6.2416 0.3623 -1.6274 1.0858
O -6.9409 -0.8959 -1.7763 -0.5749
O -5.0637 -0.0772 -0.4082 -0.3577
C -4.0092 0.8184 -0.1072 -0.1055
C -3.2833 0.3824 1.1599 -0.9004
C -7.2754 1.4981 -0.5069 -0.8155
H -4.1301 1.9009 -0.1470 0.4305
H -3.1967 0.7554 -0.8312 0.1229
H -3.3017 -0.7065 1.2047 0.2347
H -3.8399 0.7305 2.0301 0.4376
H -2.3147 0.8584 1.3130 0.0330
H -8.1126 1.8307 -1.1206 0.3665
H -6.6218 2.3129 -0.1952 0.3014
H -7.6423 0.9791 0.3785 0.3001
```

The expectation value of S² is 2.04. As for the spin multiplicity: 3. For the HOMO energy (spin up / spin down), the calculation gives -7.976 / -8.194 eV. The calculation puts the HOMO-LUMO gap (spin up / spin down) at 0.262 / 0.268 hartree.



C15H40AgN3O4 as an isolated structure. Source: OMol25; level of theory: ωB97M-V with the def2-TZVPD basis set.

The geometry in XYZ format:
```
63
Properties=species:S:1:pos:R:3:nbo_charge:R:1
Ag 0.3524 0.2224 -0.8073 0.8477
C 4.1875 -0.3268 0.9080 -0.6243
C 3.2166 -1.0966 -0.0012 0.1105
C 2.2465 -1.8683 0.8844 -0.6260
O 2.5601 -0.2647 -0.8795 -1.0184
H 5.0642 0.0258 0.3593 0.2053
H 4.5466 -0.9597 1.7284 0.1911
H 3.6929 0.5632 1.3100 0.1819
H 3.8187 -1.8469 -0.5612 0.1163
H 2.7170 -2.6521 1.4899 0.1982
H 1.4700 -2.3471 0.2762 0.1752
H 1.7708 -1.1676 1.5855 0.1887
C 0.0290 -4.5516 -2.4702 -0.6241
C -0.6465 -3.1831 -2.2634 -0.0865
C -1.4925 -3.1588 -0.9999 -0.0581
O -2.4931 -4.1340 -0.8641 -0.5404
C -3.3455 -4.3036 -1.9779 -0.2511
N 0.3307 -2.0911 -2.1249 -0.8604
H -0.7135 -5.3479 -2.5526 0.2107
H 0.7506 -4.7548 -1.6816 0.2092
H 0.5363 -4.5290 -3.4387 0.2078
H -1.2426 -3.0220 -3.1632 0.1833
H -1.9501 -2.1456 -0.9390 0.1509
H -0.8392 -3.1899 -0.1233 0.1923
H -3.8871 -5.2313 -1.8024 0.1966
H -2.8035 -4.3887 -2.9191 0.1664
H -4.0784 -3.4876 -2.0345 0.1620
H 1.1051 -2.3969 -1.5373 0.3808
H 0.7412 -1.8451 -3.0176 0.3790
C -3.4904 2.4152 -1.2352 -0.6216
C -2.3123 1.5694 -0.8538 -0.0977
C -2.6216 0.7308 0.3434 -0.0658
O -1.4621 0.0813 0.8209 -0.5665
C -1.7773 -0.9441 1.7403 -0.2541
N -1.8134 0.7607 -2.0284 -0.8450
H -3.2223 3.0477 -2.0783 0.2151
H -3.8422 3.0629 -0.4286 0.2221
H -4.3341 1.7546 -1.4639 0.2037
H -1.4685 2.2073 -0.5624 0.2151
H -3.4369 0.0112 0.1771 0.1710
H -2.9771 1.4109 1.1351 0.1818
H -0.8348 -1.4155 2.0330 0.2060
H -2.3859 -1.7385 1.2949 0.1785
H -2.2494 -0.5391 2.6404 0.1759
H -2.4757 -0.0028 -2.1892 0.3574
H -2.0261 1.3753 -2.8154 0.3637
C 2.0675 4.6411 0.6446 -0.6260
C 1.8965 3.1948 1.0633 -0.0829
C 0.7995 2.9837 2.0940 -0.0665
O 0.6452 4.0640 3.0173 -0.5511
C 1.3625 3.8864 4.2227 -0.2505
N 1.5860 2.3426 -0.1238 -0.9148
H 1.3223 4.8817 -0.1112 0.2040
H 3.0964 4.7691 0.3178 0.2110
H 1.9023 5.2878 1.5037 0.2301
H 2.8407 2.8518 1.5020 0.1744
H 0.9897 2.0568 2.6603 0.1702
H -0.1741 2.8045 1.6262 0.1849
H 1.2428 4.7990 4.8139 0.1900
H 2.4250 3.7014 4.0555 0.1690
H 0.9032 3.1014 4.8421 0.1658
H 1.9731 2.8137 -0.9410 0.3656
H 2.2073 1.5124 -0.1003 0.4226
```

For the HOMO energy, the calculation gives -7.043 eV. The calculation puts the HOMO-LUMO gap at 0.277 hartree.



Which electronic energy belongs to each record? In order, -68917.032, -65444.162, -113873.276, -32860.705 eV.